Entry 1:
Density functional theory data (ωB97M-V with the def2-TZVPD basis set) for C41H65ClN4OP2RhS as an isolated structure.

Calculated values
Gap between HOMO and LUMO (alpha / beta), hartree: 0.244 / 0.245
Calculated total energy, eV: -96521.2522

ORCA input file:
```
! wB97M-V def2-TZVPD RIJCOSX def2/J DEFGRID3
* xyz 1 5
Rh 0.30254 0.08620 0.20079
C -0.01203 -0.97087 -3.00971
C -0.37365 0.47767 -2.89920
C -0.85770 1.16415 -4.03568
C -1.16301 2.48805 -3.94194
C -0.95880 3.17069 -2.72208
C -1.22386 4.55274 -2.57888
C -0.97083 5.17257 -1.38917
C -0.43393 4.44325 -0.31097
C -0.17413 3.09833 -0.40558
S 0.54082 2.24124 0.95006
C -0.45492 2.43261 -1.63400
N -0.20567 1.08792 -1.74079
H 0.15461 -1.24507 -4.05044
H -0.79863 -1.60543 -2.60154
H 0.88562 -1.18418 -2.42792
H -0.97792 0.62422 -4.96448
H -1.54151 3.03454 -4.79725
H -1.61592 5.10217 -3.42538
H -1.16572 6.22990 -1.26996
H -0.21843 4.94774 0.62278
C -0.38201 -5.87446 0.81814
N -0.28180 -4.67382 0.00527
C 0.39094 -4.87992 -1.26846
P -1.20121 -3.32544 0.20847
O -0.45125 -2.08524 -0.17112
N -1.70066 -3.31004 1.77600
C -3.00591 -3.77448 2.21787
C -0.72581 -3.10893 2.83566
N -2.51978 -3.47626 -0.77416
C -3.16631 -4.74927 -1.04252
C -3.31517 -2.31717 -1.14850
H 0.61230 -6.19008 1.14376
H -0.82892 -6.69868 0.25156
H -0.99303 -5.69728 1.69980
H 1.37362 -5.32679 -1.09674
H 0.52913 -3.92703 -1.77893
H -0.17997 -5.55338 -1.91800
H -3.72817 -3.72030 1.40696
H -3.35919 -3.12912 3.02461
H -2.97565 -4.80343 2.59367
H 0.16458 -2.63057 2.42786
H -0.42936 -4.05123 3.30949
H -1.14286 -2.45880 3.60834
H -2.51168 -5.57546 -0.77288
H -3.39418 -4.82840 -2.10797
H -4.10369 -4.85694 -0.48601
H -2.71780 -1.41028 -1.06795
H -4.20937 -2.21040 -0.52329
H -3.64030 -2.41738 -2.18688
C 4.61916 -4.26580 -0.49242
C 3.68901 -4.23968 0.73012
C 2.81167 -2.97942 0.75483
C 3.56982 -1.80020 0.14216
C 3.77273 -2.05516 -1.36308
C 3.96996 -3.54854 -1.67013
P 2.73400 -0.19846 0.46007
C 3.60347 1.10324 -0.50638
C 3.27635 1.15232 -2.00197
C 3.56671 2.56567 -2.53150
C 4.75389 3.20872 -1.79734
C 5.75131 2.13757 -1.36997
C 5.12736 1.20299 -0.31544
C 3.08535 0.27264 2.21198
C 4.46685 -0.11947 2.79245
C 4.35867 -1.27733 3.77885
C 3.49938 -0.89732 4.99237
C 2.35779 0.05539 4.60256
C 1.95033 -0.16951 3.15201
H 4.87459 -5.29344 -0.75346
H 5.56578 -3.77265 -0.25218
H 4.28439 -4.29028 1.64539
H 3.04760 -5.12578 0.73446
H 2.49405 -2.77276 1.77909
H 1.89402 -3.12313 0.18164
H 4.55743 -1.74185 0.61452
H 4.64365 -1.49156 -1.70416
H 2.91860 -1.67210 -1.93008
H 4.56365 -3.66129 -2.57813
H 3.00253 -4.01440 -1.88211
H 3.13927 1.99414 -0.06909
H 2.23411 0.88352 -2.19005
H 3.88868 0.42310 -2.53584
H 2.67650 3.19299 -2.42641
H 3.78376 2.50715 -3.60068
H 4.40612 3.74458 -0.90881
H 5.22881 3.95819 -2.43122
H 6.66174 2.58491 -0.96906
H 6.05773 1.56098 -2.24750
H 5.34827 1.57828 0.68541
H 5.58698 0.21191 -0.38572
H 3.02832 1.36620 2.15887
H 4.88693 0.74904 3.30804
H 5.18127 -0.36199 2.00674
H 5.35377 -1.58690 4.10194
H 3.92850 -2.14507 3.26864
H 4.12497 -0.43042 5.75539
H 3.09009 -1.80337 5.44507
H 2.67142 1.09730 4.71757
H 1.50252 -0.07784 5.26720
H 1.03404 0.38020 2.91353
H 1.72273 -1.23010 3.01012
Cl -1.56205 1.75705 4.09701
C -2.41782 2.21283 2.65756
C -2.88299 3.50476 2.54795
C -3.53601 3.90570 1.38664
C -3.71924 3.00753 0.33786
C -3.25408 1.71669 0.45274
C -2.58809 1.26683 1.61972
C -2.05762 -0.03184 1.67401
H -2.72917 4.19672 3.36439
H -3.89973 4.92126 1.30421
H -4.22317 3.32464 -0.56570
H -3.38914 1.01522 -0.36317
H -2.26942 -0.72041 0.87123
H -1.61983 -0.41742 2.58245
*
```

Entry 2:
Density functional theory data (ωB97M-V with the def2-TZVPD basis set) for a 6-piece molecular cluster, C41H66IN3O8S2 overall in a non-equilibrium geometry.

Calculated values
Gap between HOMO and LUMO, hartree: 0.251
Calculated total energy, eV: -94196.7960
Energy above the lowest of the compared OMol25 structures with the same formula, charge and spin, kJ/mol: 0.0
Structure (SMILES): COCCCC[C@@]1(C[C@H](C)OCc2ccccc2)C[C@@](I)(CCCSC(=S)n2ccnc2)C(=O)N1.CC(C)=O.CC(C)=O.CC(C)=O.CC(C)=O.CC(C)=O

ORCA input file:
```
! wB97M-V def2-TZVPD RIJCOSX def2/J DEFGRID3
* xyz 0 1
C 4.74992 -0.11131 -1.67628
O 3.96605 -1.07632 -0.91157
C 3.23276 -1.88295 -1.86598
C 1.92299 -1.11195 -2.46506
C 1.11412 -2.20006 -3.32510
C -0.01011 -1.60040 -4.30136
C -1.31683 -1.00603 -3.56628
C -1.88190 -2.23530 -2.70351
C -3.37701 -2.05517 -2.15568
C -4.51307 -2.10909 -3.32688
O -3.55431 -0.91291 -1.25992
C -3.49437 -1.47762 0.09720
C -3.56312 -0.26639 1.14887
C -2.54900 -0.12128 2.31038
C -2.67487 1.13281 3.26352
C -3.82216 2.15342 3.00464
C -4.85973 1.99761 1.84933
C -4.73342 0.76749 0.91835
C -1.04628 0.41475 -2.85648
C -1.89760 1.63289 -3.52860
I -3.20896 2.38877 -1.95805
C -0.96225 2.92368 -3.87654
C -1.76100 4.10450 -4.62340
C -2.02369 5.41094 -3.71973
S -0.59131 6.59991 -3.65053
C 0.97340 5.73583 -3.18096
S 2.08039 5.42900 -4.41227
N 1.35935 5.31703 -1.82048
C 1.64942 6.14614 -0.65492
C 1.99413 5.15440 0.47621
N 1.95600 3.74874 0.00761
C 1.57905 3.93747 -1.37045
C -2.51427 0.87985 -4.80366
O -3.22136 1.33149 -5.74724
N -2.14619 -0.55461 -4.76158
H 4.67474 -0.22707 -2.81165
H 4.33288 0.93720 -1.41094
H 5.85491 -0.22598 -1.38472
H 3.86038 -2.24011 -2.75839
H 2.82866 -2.82559 -1.33262
H 2.31049 -0.26352 -3.14087
H 1.31594 -0.63182 -1.61354
H 0.75245 -3.00893 -2.60492
H 1.89664 -2.71552 -4.01088
H 0.47324 -0.82132 -4.98731
H -0.38286 -2.48681 -4.95144
H -1.74035 -3.19617 -3.30923
H -1.19107 -2.33479 -1.77688
H -3.59592 -2.99235 -1.50600
H -4.05418 -2.76266 -4.16261
H -5.46624 -2.62489 -2.96793
H -4.67360 -1.05225 -3.73081
H -2.52828 -2.08561 0.22625
H -4.41937 -2.14075 0.32049
H -1.75016 -0.92472 2.43449
H -1.91875 1.28945 4.11398
H -3.91481 3.08772 3.66871
H -5.66789 2.80352 1.73363
H -5.46739 0.57694 0.05512
H -0.85710 0.44836 -1.73137
H 0.01351 0.66904 -3.26617
H -0.55595 3.35683 -2.89905
H -0.11944 2.59057 -4.59988
H -2.73646 3.74968 -5.13875
H -1.08671 4.45826 -5.49899
H -2.34335 5.19016 -2.64657
H -2.89484 5.99621 -4.21159
H 1.63578 7.28999 -0.55970
H 2.29536 5.31269 1.56170
H 1.45750 3.00546 -2.02202
H -1.60213 -0.82393 -5.59620
C -3.04630 4.37314 7.05763
C -1.83677 3.71582 6.44835
O -1.92486 3.04207 5.43749
C -0.51401 3.92359 7.13681
H -3.92757 4.13745 6.45675
H -3.20276 3.99706 8.07096
H -2.91238 5.45694 7.07259
H -0.55803 3.52756 8.15378
H -0.26767 4.98736 7.15529
H 0.26708 3.39285 6.58781
C -2.48002 -1.03822 6.31988
C -1.26766 -1.69527 5.71556
O -1.35207 -2.37283 4.70794
C 0.05357 -1.48142 6.40591
H -3.35936 -1.27820 5.71811
H -2.63752 -1.41073 7.33470
H -2.34872 0.04629 6.33053
H 0.00852 -1.87344 7.42440
H 0.29727 -0.41675 6.42044
H 0.83699 -2.01252 5.86064
C 9.23221 -0.57929 0.93942
C 7.98280 0.19645 0.62518
O 7.55448 0.27643 -0.51361
C 7.27973 0.87122 1.77266
H 9.63129 -1.01091 0.01832
H 9.98481 0.08607 1.36917
H 9.00030 -1.39029 1.63582
H 7.94558 1.60062 2.23918
H 6.96326 0.12489 2.50452
H 6.39536 1.39286 1.39927
C -8.48087 -5.73241 -3.86175
C -7.22289 -5.14637 -4.44620
O -6.13007 -5.39284 -3.97045
C -7.36933 -4.24338 -5.64226
H -8.22364 -6.36140 -3.00661
H -9.14077 -4.93147 -3.52135
H -8.98657 -6.34749 -4.60927
H -7.97989 -3.37629 -5.38089
H -7.82572 -4.79233 -6.46886
H -6.38268 -3.89501 -5.95568
C 9.70487 -4.37467 4.19410
C 8.47425 -3.66652 3.69419
O 8.55110 -2.75972 2.88421
C 7.14483 -4.12202 4.23355
H 10.58895 -3.94198 3.72055
H 9.79113 -4.25101 5.27574
H 9.65363 -5.43489 3.93720
H 7.11747 -3.98713 5.31702
H 6.97998 -5.17101 3.97845
H 6.34827 -3.52351 3.78594
*
```